35
Properties=species:S:1:pos:R:3 method="wB97M-V/def2-TZVPD" homo_lumo_gap_ev=7.87 energy_ev=-93334.7854 lumo_ev=-0.08 multiplicity=1
H 1.1395 3.1563 1.5081
N 0.7891 1.5842 0.1130
B 0.3000 0.2616 -2.0629
N 0.6714 1.5554 -1.2628
C 0.8198 2.8040 -1.7494
Pb 1.3309 -0.1283 1.8687
H 0.7622 2.9809 -2.8124
C 1.0368 3.6690 -0.6805
H 1.2044 4.7297 -0.7129
C 1.0064 2.8714 0.4689
H 0.3507 0.4573 -3.2447
C -0.4627 -1.3862 2.3872
H -0.4226 -1.5414 3.4703
H -0.3590 -2.3246 1.8352
H -1.3372 -0.8460 2.0307
N -1.1523 -0.1101 -1.6264
N 1.2874 -0.8934 -1.6594
N -1.4411 -0.1800 -0.2884
N 1.5508 -1.2277 -0.3369
C -2.2793 -0.3130 -2.3523
C 1.9835 -1.7194 -2.4631
H -2.2348 -0.2530 -3.4266
H 1.9472 -1.5785 -3.5297
C -3.3356 -0.5347 -1.4718
C 2.7064 -2.6146 -1.6787
C -2.7360 -0.4939 -0.1872
C 2.3856 -2.2954 -0.3519
H -4.3630 -0.7570 -1.6933
H 3.3628 -3.3988 -2.0069
H -3.2063 -0.6262 0.7774
H 2.7405 -2.7580 0.5605
H -2.6456 0.4393 4.8476
Se 0.9872 0.0094 5.5004
C -0.6303 0.5545 5.2380
N -1.7570 0.9070 4.9923

29
Properties=species:S:1:pos:R:3 method="wB97M-V/def2-TZVPD" homo_lumo_gap_ev=6.07 energy_ev=-87820.6073 lumo_ev=2.07 multiplicity=1 total_charge=-1
C 3.1853 -0.8199 0.5226
C 2.8299 0.0839 -0.3908
C 1.9343 1.2153 -0.1121
C 0.6577 1.3993 -0.4491
C -0.2677 0.4726 -1.1602
C -0.4288 -0.8853 -0.4248
C -1.8380 -1.1643 0.1412
C -2.6915 -1.9409 -0.8637
C -2.5702 0.0853 0.6653
C 0.2456 2.7413 0.0423
O -0.7588 3.3456 -0.1741
O 1.2634 3.2601 0.8074
C 2.3744 2.4313 0.6405
O 3.4479 2.7441 1.0422
H 4.1278 -1.3465 0.4020
H 2.5599 -1.1582 1.3695
H 3.1667 -0.0084 -1.4224
H -1.2248 0.9673 -1.3212
H 0.1555 0.2753 -2.1492
H -0.1718 -1.6762 -1.1313
H 0.2924 -0.9628 0.3892
H -1.6856 -1.8277 0.9957
H -2.9482 -1.3259 -1.7289
H -2.1397 -2.8249 -1.1908
H -3.5982 -2.3208 -0.3869
H -1.9180 0.9433 0.8119
H -3.4015 0.3563 0.0103
H -3.0258 -0.1419 1.6311
Br 2.4279 -1.9168 3.4340

40
Properties=species:S:1:pos:R:3 method="wB97M-V/def2-TZVPD" homo_lumo_gap_ev=1.05 energy_ev=-67670.5364 lumo_ev=-10.34 multiplicity=1 total_charge=+2
C 2.3349 -2.6350 -0.7231
C 2.5207 -1.0687 -1.1676
O 3.6116 -0.7777 -1.9245
O 1.6065 0.0463 -0.8777
C 1.0183 -0.1073 0.4605
O 1.8756 -0.0117 1.5112
C -0.5609 -0.3284 0.8277
C -1.4884 -0.9392 -0.3732
C -1.2608 -1.1658 -1.8241
C -2.6648 -1.7725 -2.4178
O -2.6737 -1.9799 -3.7443
O -3.6844 -1.9975 -1.3809
C -3.0687 -1.4253 -0.1415
O -3.8418 -1.3378 0.9474
H 3.4130 -3.0132 -0.3790
H 1.9813 -3.3147 -1.6124
H 1.6151 -2.8178 0.1810
H -0.6918 -0.9816 1.8182
H -1.0105 0.7424 1.1001
H -0.2695 -0.9350 -2.4007
O -6.7564 -0.8485 1.6151
H -5.8438 -0.7647 1.3005
H -6.7252 -1.5996 2.2266
Cs -1.8564 -1.3247 -5.4658
C 4.5957 1.5588 -0.0732
C 5.4230 2.8072 -0.2257
O 4.9794 3.8011 -0.7985
C 6.8138 2.7925 0.3498
H 3.6153 1.7144 -0.5359
H 5.0899 0.7223 -0.5735
H 4.4508 1.3365 0.9870
H 7.4068 2.0108 -0.1318
H 6.7677 2.6250 1.4287
H 7.2931 3.7598 0.1654
O -6.3130 2.4513 3.2307
Cl -7.5564 2.3305 2.4946
O -8.3330 1.2314 3.0344
O -7.2678 2.0772 1.0964
O -8.3121 3.5620 2.6165
Ca 3.7670 -4.4230 -0.6205